Entry 1:
Here is C4H5NO2 as an isolated structure from OMol25. Energies are from ωB97M-V/def2-TZVPD.

XYZ file:
```
12
Properties=species:S:1:pos:R:3:lowdin_charge:R:1
O 1.6456 -1.3557 0.0970 -0.051
C 1.0311 -0.5656 -0.7387 -0.407
C 0.6714 0.6224 0.1521 -0.206
C -0.8000 1.0009 0.2092 0.037
N 0.1220 -0.2919 1.1536 0.234
C -0.8961 -0.7232 0.3005 -0.309
O -0.4517 -1.0660 -0.9098 -0.007
H 1.4027 -0.4699 -1.7652 0.152
H 1.4577 1.2873 0.4935 0.151
H -1.3490 1.1559 -0.7171 0.133
H -1.0891 1.6709 1.0142 0.113
H -1.7446 -1.2652 0.7106 0.160
```

Results
Energy above the lowest of the compared OMol25 structures with the same formula, charge and spin = 144.6 kcal per mole
HOMO energy = -9.10 eV
Electronic energy = -9808.0459 eV
2S+1 = 1


Entry 2:
Here is C4H10O5 as an isolated structure at a distorted geometry from OMol25. Energies are from ωB97M-V/def2-TZVPD.

XYZ file:
```
19
Properties=species:S:1:pos:R:3:lowdin_charge:R:1
C -0.4187 0.5962 1.2886 -0.573
C 0.3002 -0.6726 -0.6861 -0.396
C 0.8464 0.5551 -0.2222 -0.027
C -0.8529 -0.7363 -1.6190 0.007
O -1.7506 0.2346 1.1399 0.052
O 0.2176 -0.2214 2.2067 0.032
O -0.3893 1.9423 1.6755 0.027
O 0.5082 -1.8262 -0.0413 0.113
O 2.0063 -0.2417 -1.6904 -0.243
H -2.3175 1.0064 1.2613 0.118
H -0.4183 -0.7536 2.7150 0.124
H 0.4482 2.1319 2.1150 0.109
H 1.3218 -1.7790 0.4807 0.138
H 1.8282 0.0628 -2.5895 -0.006
H 0.5416 1.4600 -0.7229 0.122
H 1.7326 0.5543 0.3964 0.117
H -0.7911 -0.0350 -2.4494 0.097
H -1.8407 -0.5528 -1.1969 0.089
H -0.9721 -1.7251 -2.0616 0.099
```

Results
Energy above the lowest of the compared OMol25 structures with the same formula, charge and spin = 102.2 kcal per mole
HOMO energy = -7.60 eV
Electronic energy = -14543.9940 eV
2S+1 = 1


Entry 3:
Here is a 2-piece molecular cluster, C28H29N7 overall at a distorted geometry from OMol25. Energies are from ωB97M-V/def2-TZVPD.

XYZ file:
```
64
Properties=species:S:1:pos:R:3:lowdin_charge:R:1
C -4.1879 -0.5648 2.8397 -0.154
C -5.3021 -1.3946 2.2026 -0.145
N -4.8356 -2.0263 0.9975 -0.064
C -5.4875 -3.1470 0.3481 -0.112
C -4.5907 -3.4367 -0.8820 -0.086
C -3.5046 -2.4162 -0.8059 -0.146
C -2.3669 -2.1855 -1.5392 0.045
C -1.5543 -1.0261 -1.2592 -0.204
C -0.3474 -0.8745 -1.9678 0.057
C 0.5057 0.2574 -1.9754 -0.195
C 1.2221 0.6218 -3.1691 0.045
C 2.0069 1.7511 -3.1818 -0.149
C 2.1373 2.5033 -1.9974 -0.120
N 3.1019 3.4446 -2.1193 -0.071
C 3.6964 4.0697 -0.9654 -0.149
C 2.6700 4.2081 0.1573 -0.158
C 1.9272 2.8966 0.4489 -0.139
C 1.5257 2.1595 -0.7830 -0.126
C 0.7379 1.0179 -0.7908 0.004
C 3.7635 3.3722 -3.4113 -0.118
C 2.9186 2.3445 -4.2017 -0.094
C -2.0338 -0.0841 -0.2886 0.067
C -3.0312 -0.4301 0.6083 -0.126
C -3.7762 -1.5783 0.2939 -0.122
C -3.4306 0.3216 1.8354 -0.128
H -4.6131 0.0606 3.6290 0.115
H -3.4669 -1.2479 3.3038 0.125
H -5.6535 -2.1702 2.8975 0.129
H -6.1593 -0.7386 1.9750 0.130
H -5.5567 -4.0162 1.0180 0.125
H -6.5107 -2.8793 0.0414 0.125
H -4.1967 -4.4582 -0.8619 0.122
H -5.1816 -3.3326 -1.8012 0.121
H -2.0715 -2.8638 -2.3408 0.128
H -0.0877 -1.6843 -2.6541 0.133
H 1.1306 0.0028 -4.0626 0.123
H 4.5567 3.4758 -0.6021 0.135
H 4.0829 5.0479 -1.2730 0.123
H 3.1805 4.5450 1.0647 0.113
H 1.9301 4.9699 -0.1158 0.114
H 2.5700 2.2014 1.0137 0.081
H 1.0457 3.0837 1.0762 0.125
H 0.3071 0.6719 0.1430 0.089
H 3.7770 4.3590 -3.8915 0.120
H 4.8092 3.0424 -3.3032 0.125
H 3.5546 1.5934 -4.6807 0.119
H 2.3512 2.8541 -4.9914 0.119
H -1.6010 0.9145 -0.2425 0.124
H -4.0632 1.1785 1.5603 0.126
H -2.5276 0.7256 2.3077 0.126
N 3.7030 -3.0224 3.7887 0.132
C 3.4516 -2.0349 2.9166 -0.369
N 4.0940 -0.8617 2.9856 0.082
C 3.7253 0.1182 2.1366 -0.227
N 2.6906 0.0792 1.2616 0.078
C 2.0427 -1.0692 1.1297 -0.325
C 2.4309 -2.2207 1.9331 -0.223
N 1.4792 -3.1773 1.8079 0.046
C 0.5753 -2.6583 0.9127 -0.229
N 0.8736 -1.3955 0.4943 0.050
H 3.1830 -3.8889 3.7549 0.093
H 4.3813 -2.8600 4.5172 0.094
H 4.3011 1.0509 2.1913 0.091
H -0.3020 -3.1986 0.5669 0.082
```

Results
HOMO energy = -6.09 eV
Electronic energy = -39936.7228 eV
2S+1 = 1


Entry 4:
Here is one molecule with the formula C6H8N2O at a distorted geometry from OMol25. Energies are from ωB97M-V/def2-TZVPD.

XYZ file:
```
17
Properties=species:S:1:pos:R:3:lowdin_charge:R:1
C 1.7422 1.1665 -0.1213 -0.188
C 1.1938 -0.1853 -0.0690 -0.319
C 0.4030 -0.5335 -1.3489 -0.114
C -1.3796 -0.8096 -0.1178 -0.392
C -2.3366 -0.3804 0.9930 0.032
C -0.8383 -0.0619 0.9819 -0.237
H 2.1030 -0.7511 -0.1557 0.141
H 0.3569 -1.6396 -1.4601 0.140
H 0.7466 0.0426 -2.1980 0.137
H -1.4750 -1.8801 -0.3422 0.168
H -2.7714 -1.2790 1.4130 0.097
H -2.9538 0.5423 1.0185 0.117
H -0.6948 1.0225 0.7289 0.159
H 0.9909 -0.2602 1.9792 0.130
N 2.1692 2.2258 -0.1501 0.165
N 0.5184 -0.7132 1.1502 0.043
O -0.9778 -0.1949 -1.2365 -0.079
```

Results
Energy above the lowest of the compared OMol25 structures with the same formula, charge and spin = 103.9 kcal per mole
HOMO energy = -9.24 eV
Electronic energy = -11374.8412 eV
SMILES = N#C[C@@H]1CO[C@@H]2C[C@H]2N1
2S+1 = 1